# 1
{
  "formula": "C9H7BrO2S",
  "method": "ωB97M-V/def2-TZVPD",
  "lumo_ha": [0.011, -0.086],
  "s_squared": 2.0219,
  "spin_multiplicity": 3,
  "orbital_gap_ev": [8.613, 7.259],
  "species": ["C", "C", "C", "C", "C", "C", "C", "C", "C", "O", "O", "S", "Br", "H", "H", "H", "H", "H", "H", "H"],
  "coordinates": [[0.34, 0.78, 2.52], [-0.98, 1.20, 2.34], [1.06, 0.16, 1.51], [-1.50, 1.18, 1.05], [0.46, 0.04, 0.26], [-0.73, 0.63, -0.04], [1.28, -0.60, -0.82], [-0.89, -0.71, -2.22], [1.18, -2.04, -0.91], [2.07, 0.11, -1.45], [-0.95, 2.03, -2.21], [-1.59, 0.90, -1.56], [2.22, -3.00, -2.13], [0.91, 0.95, 3.37], [-1.49, 1.80, 3.01], [2.04, -0.19, 1.55], [-2.37, 1.81, 0.92], [-0.22, -0.86, -3.04], [-1.68, -1.43, -2.14], [0.83, -2.75, -0.02]]
}

***

# 2
{
  "formula": "C9H7ClO2",
  "method": "ωB97M-V/def2-TZVPD",
  "lumo_ha": [0.007, 0.005],
  "relative_energy_ev": 3.522,
  "orbital_gap_ev": [6.345, 7.602],
  "species": ["C", "C", "C", "C", "C", "C", "C", "C", "C", "O", "O", "Cl", "H", "H", "H", "H", "H", "H", "H"],
  "coordinates": [[-0.36, -2.13, 2.02], [0.55, -2.55, 0.94], [-1.04, -0.96, 1.91], [0.87, -1.68, -0.09], [-0.68, -0.01, 0.92], [0.27, -0.39, -0.11], [-1.36, 1.08, 1.15], [0.79, 1.68, -1.32], [0.51, 2.24, -2.64], [-2.24, 1.77, 1.51], [0.66, 0.33, -1.19], [0.28, 2.54, 0.16], [-0.49, -2.88, 2.74], [1.12, -3.39, 1.12], [-1.71, -0.57, 2.67], [1.55, -2.15, -0.85], [0.84, 3.30, -2.86], [-0.54, 2.14, -2.66], [0.98, 1.63, -3.42]]
}

***

# 3
{
  "formula": "C9H7F6N3O7PtS2",
  "method": "ωB97M-V/def2-TZVPD",
  "lumo_ha": [-0.327, -0.461],
  "s_squared": 6.0157,
  "charge": 2,
  "relative_energy_ev": 0.000,
  "spin_multiplicity": 5,
  "orbital_gap_ev": [6.262, 4.966],
  "species": ["Pt", "F", "C", "F", "F", "S", "O", "O", "N", "S", "O", "O", "C", "F", "F", "F", "O", "C", "O", "H", "N", "C", "O", "C", "C", "C", "C", "N", "C", "H", "H", "H", "H", "H", "H"],
  "coordinates": [[1.27, -0.82, -0.40], [-1.06, -0.52, 4.12], [-0.76, -0.60, 2.83], [-1.89, -0.81, 2.09], [-0.24, 0.62, 2.46], [0.26, -2.05, 2.42], [1.56, -1.94, 3.10], [-0.70, -3.13, 2.70], [0.27, -2.06, 0.73], [-0.36, -3.55, -0.05], [0.30, -3.39, -1.39], [-0.21, -4.75, 0.73], [-2.21, -3.31, -0.40], [-2.69, -4.15, -1.34], [-2.95, -3.51, 0.69], [-2.46, -2.07, -0.83], [3.02, -2.22, -1.11], [3.40, -1.13, -1.64], [2.71, 0.00, -1.49], [4.27, -1.10, -2.29], [1.47, 4.52, 0.28], [0.56, 4.35, -0.73], [0.30, 5.24, -1.58], [-0.04, 3.01, -0.82], [-1.27, 2.80, -1.48], [-1.89, 1.54, -1.34], [-1.03, 0.50, -1.03], [0.16, 0.72, -0.46], [0.73, 1.98, -0.36], [2.06, 5.31, 0.14], [1.65, 3.90, 1.02], [-1.77, 3.63, -1.96], [-2.93, 1.43, -1.49], [-1.22, -0.57, -1.22], [1.72, 2.09, 0.08]]
}

***

# 4
{
  "formula": "C9H7HgN2O5",
  "method": "ωB97M-V/def2-TZVPD",
  "lumo_ha": [-0.153, -0.153],
  "charge": 1,
  "relative_energy_ev": 0.000,
  "orbital_gap_ev": [7.091, 7.090],
  "species": ["O", "C", "Hg", "O", "C", "C", "O", "C", "O", "C", "O", "H", "C", "C", "N", "C", "C", "N", "H", "H", "H", "H", "H", "H"],
  "coordinates": [[-3.27, -3.33, -0.46], [-2.17, -3.00, -0.36], [-0.50, -1.30, -0.09], [-4.27, -0.12, -0.47], [-3.14, -0.15, -0.56], [1.24, -2.82, -0.29], [2.31, -2.33, -0.49], [-0.44, -1.02, -2.81], [-0.14, -1.01, -3.90], [-0.74, -1.77, 2.61], [-0.81, -1.77, 3.74], [1.02, -3.91, -0.14], [1.84, 0.90, 1.60], [1.02, 1.50, 0.51], [0.10, 0.93, -0.26], [-0.39, 1.91, -1.12], [0.25, 3.09, -0.84], [1.12, 2.80, 0.20], [2.90, 1.18, 1.46], [1.52, 1.28, 2.59], [1.77, -0.19, 1.59], [-1.16, 1.68, -1.84], [0.16, 4.06, -1.30], [1.78, 3.41, 0.67]]
}

***

# 5
{
  "formula": "C9H7N2O3",
  "method": "ωB97M-V/def2-TZVPD",
  "lumo_ha": 0.117,
  "charge": -1,
  "relative_energy_ev": 0.703,
  "orbital_gap_ev": 7.865,
  "species": ["C", "C", "C", "C", "C", "C", "C", "C", "C", "N", "N", "O", "O", "O", "H", "H", "H", "H", "H", "H", "H"],
  "coordinates": [[-2.25, 0.33, 0.28], [-1.51, -0.68, 0.91], [-1.62, 1.11, -0.65], [-0.20, -0.82, 0.70], [-0.27, 1.02, -0.88], [0.50, 0.07, -0.19], [1.93, -0.07, -0.52], [2.74, -1.05, -0.09], [4.22, -1.10, -0.54], [5.06, 0.34, 1.43], [5.30, 1.14, 0.69], [4.88, -2.07, -0.20], [4.55, -0.13, -1.25], [5.60, 2.13, 0.16], [-3.25, 0.43, 0.45], [-1.84, -1.48, 1.63], [-1.96, 1.92, -1.31], [0.23, -1.59, 1.26], [0.14, 1.58, -1.56], [2.51, 0.65, -1.10], [2.20, -1.85, 0.37]]
}

***

# 6
{
  "formula": "C9H7NO2",
  "method": "ωB97M-V/def2-TZVPD",
  "lumo_ha": 0.002,
  "relative_energy_ev": 3.511,
  "orbital_gap_ev": 8.073,
  "smiles": "Oc1cnc2c(O)cccc2c1",
  "species": ["C", "C", "C", "C", "C", "C", "C", "C", "C", "H", "H", "H", "H", "H", "H", "H", "N", "O", "O"],
  "coordinates": [[-1.71, 1.47, 0.66], [-1.84, 0.15, 1.24], [-0.13, -0.67, -0.01], [0.86, -1.82, -0.15], [2.08, -1.71, -0.84], [2.27, -0.37, -1.49], [1.22, 0.67, -1.37], [-0.07, 0.53, -0.75], [-0.87, 1.56, -0.31], [-2.92, 2.41, 1.92], [-2.50, -0.16, 2.26], [-0.19, -2.18, 1.35], [2.66, -2.60, -0.71], [3.18, -0.20, -2.06], [1.62, 1.59, -1.73], [-0.56, 2.49, -0.76], [-1.06, -0.83, 0.99], [-2.41, 2.53, 1.11], [0.39, -2.88, 0.63]]
}

***

# 7
{
  "formula": "C9H7O2P",
  "method": "ωB97M-V/def2-TZVPD",
  "lumo_ha": [0.019, -0.118],
  "s_squared": 2.0297,
  "spin_multiplicity": 3,
  "orbital_gap_ev": [5.960, 6.440],
  "species": ["C", "C", "C", "C", "C", "C", "C", "C", "C", "O", "O", "P", "H", "H", "H", "H", "H", "H", "H"],
  "coordinates": [[0.58, -2.14, 0.04], [1.47, -1.43, -0.81], [-0.39, -1.45, 0.72], [1.38, -0.10, -0.95], [-0.59, -0.08, 0.42], [0.31, 0.61, -0.40], [-1.68, 0.83, 0.78], [-1.23, 2.13, 0.24], [-0.06, 1.99, -0.40], [-3.56, -1.09, 0.72], [-3.08, -0.07, -1.59], [-2.88, -0.23, -0.17], [0.85, -3.22, 0.04], [2.18, -1.91, -1.31], [-1.05, -2.03, 1.39], [2.10, 0.56, -1.48], [-2.22, 0.95, 1.80], [-1.79, 3.10, 0.44], [0.38, 2.89, -0.77]]
}

***

# 8
{
  "formula": "C9H7O2S",
  "method": "ωB97M-V/def2-TZVPD",
  "lumo_ha": [0.094, 0.094],
  "charge": -1,
  "relative_energy_ev": 2.943,
  "orbital_gap_ev": [6.473, 6.475],
  "species": ["C", "C", "C", "C", "C", "C", "C", "C", "C", "O", "O", "S", "H", "H", "H", "H", "H", "H", "H"],
  "coordinates": [[-2.60, 0.89, 0.59], [-1.72, 1.82, -0.10], [-2.11, -0.40, 0.75], [-0.55, 1.50, -0.66], [-0.77, -0.75, 0.35], [-0.01, 0.21, -0.40], [0.07, -1.89, 0.42], [1.25, -1.65, -0.23], [1.27, -0.31, -0.61], [2.62, 0.94, 1.32], [4.07, -0.43, -0.12], [3.02, 0.65, -0.09], [-3.64, 1.12, 0.89], [-1.97, 2.89, -0.44], [-2.62, -1.17, 1.35], [-0.01, 2.21, -1.19], [-0.23, -3.00, 0.71], [2.10, -2.30, -0.08], [1.84, -0.30, -2.44]]
}

***

# 9
{
  "formula": "C9H8BrN3",
  "method": "ωB97M-V/def2-TZVPD",
  "lumo_ha": -0.444,
  "charge": 2,
  "relative_energy_ev": 0.000,
  "orbital_gap_ev": 5.955,
  "smiles": "Brc1c#[n+]c2[nH]ccc2[n+]1C1CC1",
  "species": ["C", "C", "C", "C", "C", "C", "C", "C", "C", "N", "N", "N", "Br", "H", "H", "H", "H", "H", "H", "H", "H"],
  "coordinates": [[-0.89, 2.13, -1.50], [-1.05, -1.41, 0.22], [-2.17, -1.83, -0.43], [-0.81, -0.08, -0.25], [-1.88, 0.17, -1.25], [0.08, 2.02, -0.65], [1.79, -0.77, 1.05], [2.64, 0.42, 0.66], [1.13, 0.60, 1.04], [-1.83, 1.34, -1.81], [-2.69, -0.92, -1.30], [0.12, 0.83, 0.05], [1.60, 3.39, -0.09], [-0.51, -1.73, 1.03], [-2.70, -2.73, -0.27], [1.69, -1.42, 0.32], [2.04, -1.24, 2.08], [3.39, 0.74, 1.36], [2.87, 0.45, -0.41], [0.83, 1.14, 1.93], [-3.66, -1.09, -1.78]]
}

***

# 10
{
  "formula": "C9H8ClNO2",
  "method": "ωB97M-V/def2-TZVPD",
  "lumo_ha": 0.001,
  "relative_energy_ev": 2.837,
  "orbital_gap_ev": 9.230,
  "smiles": "O=C(Cl)c1ccccc1.CC#[N+][O-]",
  "species": ["C", "C", "C", "C", "C", "C", "C", "C", "C", "N", "O", "O", "Cl", "H", "H", "H", "H", "H", "H", "H", "H"],
  "coordinates": [[2.36, -0.74, 1.15], [2.05, 0.63, 1.00], [2.14, -1.72, 0.16], [1.43, 0.99, -0.19], [1.54, -1.30, -0.99], [1.29, 0.05, -1.23], [0.55, 0.54, -2.39], [-2.31, -0.88, -0.34], [-3.26, -0.54, -1.39], [-1.47, -1.20, 0.41], [-0.89, -1.68, 1.34], [0.40, 1.67, -2.61], [-0.12, -0.68, -3.42], [2.82, -1.09, 2.04], [2.22, 1.23, 1.82], [2.51, -2.70, 0.36], [1.27, 1.94, -0.40], [1.21, -2.04, -1.71], [-2.80, 0.19, -2.06], [-3.86, -1.29, -1.87], [-4.02, 0.11, -0.90]]
}

***

# 11
{
  "formula": "C9H8FNO2",
  "method": "ωB97M-V/def2-TZVPD",
  "lumo_ha": -0.010,
  "relative_energy_ev": 4.032,
  "orbital_gap_ev": 9.294,
  "smiles": "O=[N+]([O-])[C@@]1(F)CCc2ccccc21",
  "species": ["C", "C", "C", "C", "C", "C", "C", "C", "C", "N", "O", "O", "F", "H", "H", "H", "H", "H", "H", "H", "H"],
  "coordinates": [[-2.29, 1.46, 0.14], [-1.15, 2.31, -0.06], [-2.18, 0.10, 0.19], [0.09, 1.83, -0.31], [-0.89, -0.40, 0.00], [0.17, 0.43, -0.25], [-0.41, -1.81, 0.14], [0.98, -1.90, -0.34], [1.43, -0.32, -0.45], [2.39, 0.07, 0.57], [2.60, -0.62, 1.56], [2.94, 1.17, 0.40], [2.09, -0.14, -1.70], [-3.31, 1.75, -0.04], [-1.46, 3.35, 0.01], [-3.02, -0.51, 0.44], [0.99, 2.36, -0.26], [-0.49, -1.80, 1.23], [-1.06, -2.50, -0.18], [1.58, -2.57, 0.19], [1.04, -2.26, -1.29]]
}

***

# 12
{
  "formula": "C9H8N2",
  "method": "ωB97M-V/def2-TZVPD",
  "lumo_ha": 0.028,
  "relative_energy_ev": 2.954,
  "orbital_gap_ev": 9.159,
  "species": ["C", "C", "C", "C", "C", "C", "C", "C", "C", "H", "H", "H", "H", "H", "H", "H", "H", "N", "N"],
  "coordinates": [[2.69, -0.62, -1.62], [2.71, 0.06, -0.41], [1.63, 0.31, 0.29], [0.41, -0.10, -0.29], [0.31, -0.80, -1.53], [1.49, -0.96, -2.17], [-0.82, 0.24, 0.59], [-2.93, 0.16, 1.29], [-2.24, 1.09, 1.96], [3.83, -0.84, -2.41], [3.55, 0.18, 0.08], [1.64, 0.68, 1.30], [-0.60, -1.00, -1.80], [1.27, -1.45, -3.17], [-2.23, -1.17, -0.03], [-4.00, -0.01, 1.25], [-2.48, 1.71, 2.68], [-2.03, -0.38, 0.41], [-0.90, 1.19, 1.51]]
}